# 1
The following is a DFT calculation (ωB97M-V/def2-TZVPD) of a structure of composition C21H56BF4N7O7 at a distorted geometry.

CARTESIAN COORDINATES (ANGSTROEM)
1 C 13.379 16.139 -15.085
2 C 13.397 15.050 -16.190
3 O 13.124 15.180 -17.397
4 N 13.849 13.655 -15.770
5 H 14.652 13.487 -16.359
6 H 13.966 13.613 -14.768
7 C 12.842 12.541 -16.230
8 H 13.102 17.129 -15.448
9 H 14.375 16.368 -14.705
10 H 12.725 15.931 -14.238
11 H 13.315 11.560 -16.195
12 H 12.371 12.720 -17.196
13 H 12.091 12.709 -15.458
14 C 12.146 16.200 -18.981
15 C 10.902 15.621 -18.372
16 O 10.158 16.318 -17.746
17 N 10.735 14.086 -18.539
18 H 11.638 13.652 -18.662
19 H 10.470 13.835 -17.597
20 C 9.614 13.946 -19.592
21 H 12.256 17.280 -18.882
22 H 12.009 15.925 -20.027
23 H 13.019 15.673 -18.593
24 H 9.078 12.996 -19.601
25 H 10.028 14.143 -20.581
26 H 8.711 14.501 -19.340
27 C 17.884 18.770 -17.234
28 C 17.498 19.830 -18.272
29 O 16.881 20.835 -18.018
30 N 18.213 19.632 -19.605
31 H 19.201 19.758 -19.438
32 H 18.089 18.653 -19.821
33 C 17.791 20.648 -20.625
34 H 18.746 19.076 -16.640
35 H 18.111 17.737 -17.497
36 H 17.061 18.681 -16.525
37 H 18.550 20.830 -21.385
38 H 17.720 21.664 -20.237
39 H 16.883 20.282 -21.105
40 C 15.872 18.441 -11.798
41 C 15.211 17.889 -13.011
42 O 14.765 16.761 -13.078
43 N 15.259 18.809 -14.246
44 H 15.724 19.703 -14.176
45 H 15.737 18.341 -15.002
46 C 13.866 18.954 -14.808
47 H 15.609 19.447 -11.470
48 H 16.944 18.489 -11.989
49 H 15.625 17.785 -10.964
50 H 13.771 18.145 -15.532
51 H 13.883 19.830 -15.457
52 H 13.036 18.987 -14.103
53 C 15.354 18.885 -19.631
54 C 14.340 18.132 -20.441
55 O 13.740 17.175 -19.924
56 N 14.111 18.594 -21.894
57 H 13.426 19.327 -21.779
58 H 14.875 19.038 -22.382
59 C 13.685 17.353 -22.682
60 H 15.671 18.447 -18.685
61 H 15.151 19.930 -19.400
62 H 16.323 18.885 -20.131
63 H 13.705 17.715 -23.710
64 H 12.603 17.226 -22.711
65 H 14.448 16.596 -22.499
66 C 17.819 15.490 -19.782
67 C 16.325 15.600 -20.082
68 O 15.771 15.907 -21.127
69 N 15.329 15.229 -18.934
70 H 15.712 14.613 -18.232
71 H 15.185 16.112 -18.465
72 C 14.034 14.509 -19.389
73 H 18.482 15.782 -20.596
74 H 17.903 14.404 -19.734
75 H 18.197 15.783 -18.802
76 H 13.587 15.147 -20.151
77 H 13.407 14.367 -18.509
78 H 14.369 13.550 -19.785
79 C 19.156 17.296 -15.264
80 C 17.679 17.130 -15.351
81 O 16.870 18.086 -15.165
82 N 17.179 15.639 -15.566
83 H 16.370 15.564 -16.165
84 H 17.807 15.090 -16.136
85 C 17.017 15.082 -14.176
86 H 19.606 18.001 -15.963
87 H 19.886 16.510 -15.073
88 H 19.220 17.943 -14.389
89 H 16.406 15.637 -13.464
90 H 17.968 14.859 -13.692
91 H 16.730 14.031 -14.140
92 B 15.216 16.989 -17.038
93 F 14.230 16.505 -17.904
94 F 15.500 16.099 -16.095
95 F 16.342 17.114 -17.771
96 F 14.806 18.183 -16.533

## Properties
Total charge: +6
Lowest unoccupied orbital energy (eV): -17.5
HOMO (eV): -25.48


# 2
The following is a DFT calculation (ωB97M-V/def2-TZVPD) of a structure of composition C42H68BN7OPPt at a distorted geometry.

CARTESIAN COORDINATES (ANGSTROEM)
1 Pt -0.495 0.046 0.107
2 C 0.660 0.573 3.266
3 C 0.948 -0.798 2.762
4 C 1.635 -1.867 3.340
5 C 1.535 -2.900 2.419
6 C 2.071 -4.282 2.540
7 N 0.834 -2.444 1.362
8 N 0.485 -1.175 1.578
9 B 0.289 -3.199 0.140
10 N -1.246 -3.064 0.169
11 N -1.862 -1.872 0.206
12 C -3.174 -2.084 0.192
13 C -4.164 -0.979 0.237
14 C -3.413 -3.458 0.144
15 C -2.161 -4.047 0.120
16 C -1.828 -5.491 0.046
17 N 0.740 -2.537 -1.173
18 N 0.597 -1.226 -1.393
19 C 1.035 -0.939 -2.609
20 C 1.063 0.438 -3.161
21 C 1.466 -2.122 -3.212
22 C 1.256 -3.118 -2.275
23 C 1.526 -4.568 -2.448
24 H 1.468 0.940 3.891
25 H -0.263 0.575 3.850
26 H 0.544 1.230 2.395
27 H 2.128 -1.894 4.291
28 H 2.690 -4.353 3.430
29 H 2.668 -4.551 1.670
30 H 1.253 -4.996 2.626
31 H 0.614 -4.330 0.172
32 H -3.639 -0.042 0.401
33 H -4.876 -1.147 1.042
34 H -4.715 -0.917 -0.698
35 H -4.364 -3.950 0.131
36 H -2.747 -6.069 0.004
37 H -1.250 -5.806 0.912
38 H -1.243 -5.701 -0.846
39 H 1.016 1.153 -2.340
40 H 0.218 0.609 -3.828
41 H 1.977 0.576 -3.733
42 H 1.870 -2.237 -4.196
43 H 2.116 -4.705 -3.351
44 H 0.594 -5.120 -2.560
45 H 2.068 -4.991 -1.605
46 O 2.612 0.307 0.138
47 P 4.092 0.241 0.104
48 C 4.653 0.770 -1.599
49 C 6.156 0.811 -1.871
50 C 6.466 1.675 -3.091
51 C 6.091 3.141 -2.846
52 C 4.960 3.271 -1.822
53 C 3.982 2.109 -1.938
54 C 4.748 1.444 1.378
55 C 4.066 1.140 2.722
56 C 4.990 0.463 3.727
57 C 6.206 1.342 4.053
58 C 6.554 2.277 2.890
59 C 6.257 1.627 1.540
60 C 4.562 -1.520 0.555
61 C 5.942 -1.949 1.050
62 C 6.937 -2.256 -0.062
63 C 6.377 -3.304 -1.016
64 C 5.062 -2.816 -1.615
65 C 4.049 -2.474 -0.525
66 H 4.187 -0.002 -2.224
67 H 6.526 -0.195 -2.064
68 H 6.696 1.206 -1.013
69 H 5.916 1.284 -3.950
70 H 7.530 1.600 -3.322
71 H 5.794 3.594 -3.794
72 H 6.960 3.693 -2.485
73 H 4.430 4.213 -1.976
74 H 5.379 3.290 -0.815
75 H 3.595 2.084 -2.958
76 H 3.130 2.262 -1.272
77 H 4.312 2.382 1.004
78 H 3.202 0.504 2.532
79 H 3.706 2.072 3.165
80 H 5.314 -0.495 3.323
81 H 4.432 0.252 4.642
82 H 7.060 0.703 4.281
83 H 6.004 1.945 4.940
84 H 7.609 2.554 2.941
85 H 5.971 3.197 2.969
86 H 6.781 0.674 1.479
87 H 6.647 2.272 0.750
88 H 3.870 -1.611 1.408
89 H 5.795 -2.860 1.641
90 H 6.369 -1.201 1.715
91 H 7.870 -2.614 0.379
92 H 7.165 -1.341 -0.607
93 H 6.212 -4.235 -0.468
94 H 7.094 -3.511 -1.814
95 H 4.632 -3.594 -2.249
96 H 5.257 -1.952 -2.251
97 H 3.750 -3.406 -0.037
98 H 3.161 -2.034 -0.976
99 C -3.310 4.692 0.747
100 N -2.393 3.740 1.397
101 C -3.092 2.484 1.707
102 C -1.147 3.466 0.576
103 C -1.483 2.911 -0.785
104 C -1.835 3.828 -1.777
105 C -2.286 3.396 -3.006
106 C -2.415 2.034 -3.225
107 C -1.990 1.131 -2.267
108 C -1.461 1.519 -1.022
109 H -4.144 4.919 1.409
110 H -3.693 4.255 -0.174
111 H -2.790 5.618 0.507
112 H -2.082 4.165 2.276
113 H -3.242 1.941 0.773
114 H -4.056 2.683 2.170
115 H -2.490 1.868 2.374
116 H -0.551 2.728 1.129
117 H -0.592 4.404 0.504
118 H -1.734 4.890 -1.588
119 H -2.532 4.110 -3.776
120 H -2.823 1.679 -4.160
121 H -2.059 0.075 -2.493

## Properties
⟨S²⟩: 2.01
Total charge: +1
Multiplicity: 3
Lowest unoccupied orbital energy (spin up / spin down) (eV): -2.5 / -3.0
HOMO (spin up / spin down) (eV): -10.29 / -10.62


# 3
The following is a DFT calculation (ωB97M-V/def2-TZVPD) of a structure of composition C25H31CsF5GeN4O3Se.

CARTESIAN COORDINATES (ANGSTROEM)
1 Cs -0.034 -0.237 -0.547
2 C -1.097 2.650 1.881
3 C -0.082 3.380 0.997
4 C -0.487 4.850 0.860
5 C 1.305 3.293 1.627
6 O 0.006 2.740 -0.261
7 Ge -1.118 3.012 -1.740
8 O -2.294 1.650 -1.148
9 C -3.432 1.193 -1.844
10 C -4.103 2.313 -2.646
11 C -4.413 0.676 -0.792
12 C -3.043 0.056 -2.794
13 O -0.133 1.742 -2.751
14 C 1.040 2.005 -3.489
15 C 1.198 0.856 -4.484
16 C 2.262 2.058 -2.564
17 C 0.935 3.327 -4.258
18 H -1.200 3.143 2.852
19 H -0.770 1.624 2.070
20 H -2.069 2.615 1.386
21 H -0.443 5.347 1.832
22 H -1.503 4.944 0.469
23 H 0.189 5.361 0.171
24 H 1.314 3.682 2.648
25 H 2.026 3.852 1.026
26 H 1.629 2.252 1.663
27 H -4.320 3.164 -1.998
28 H -5.038 1.957 -3.089
29 H -3.452 2.661 -3.451
30 H -4.706 1.490 -0.126
31 H -3.935 -0.100 -0.191
32 H -5.310 0.254 -1.255
33 H -2.257 0.393 -3.470
34 H -3.904 -0.279 -3.381
35 H -2.667 -0.808 -2.239
36 H 1.231 -0.098 -3.955
37 H 2.115 0.960 -5.070
38 H 0.344 0.834 -5.165
39 H 2.444 1.087 -2.097
40 H 2.101 2.788 -1.770
41 H 3.163 2.325 -3.124
42 H 0.028 3.333 -4.866
43 H 1.801 3.462 -4.912
44 H 0.887 4.174 -3.571
45 F -0.318 -1.182 4.200
46 C 0.871 -0.536 4.091
47 C 1.667 -0.774 2.944
48 C 2.787 0.083 2.804
49 F 3.483 0.050 1.639
50 C 3.130 1.004 3.744
51 F 4.161 1.864 3.505
52 C 2.353 1.188 4.904
53 F 3.017 1.556 6.073
54 C 1.201 0.387 5.033
55 F 0.338 0.644 6.060
56 N 0.001 -3.099 -1.816
57 C 0.032 -4.145 -2.331
58 N 0.032 -5.261 -3.012
59 C 0.647 -6.314 -2.513
60 N 1.158 -7.300 -2.166
61 Se 1.574 -2.406 1.991
62 C 2.798 -3.503 2.972
63 C 3.106 -4.774 2.497
64 C 3.989 -5.557 3.221
65 N 4.577 -5.174 4.355
66 C 4.273 -3.952 4.791
67 C 3.401 -3.085 4.152
68 H 2.673 -5.154 1.579
69 H 4.240 -6.550 2.863
70 H 4.752 -3.642 5.715
71 H 3.198 -2.105 4.564

## Properties
⟨S²⟩: 0.76
Total charge: -2
Multiplicity: 2
Lowest unoccupied orbital energy (spin up / spin down) (eV): 3.6 / 3.6
HOMO (spin up / spin down) (eV): -0.87 / -3.11
ΔE to the lowest compared entry with this formula, charge and spin (kcal/mol): 0.00


Among the records above, which one has the highest total charge? C21H56BF4N7O7